1.
44
Properties=species:S:1:pos:R:3 method="wB97M-V/def2-TZVPD" relative_energy_kcal_mol=16.1 smiles="CCOc1cc(/C=C/C(=O)O)ccc1OCCOc1ccccc1" lumo_ev=0.06 homo_energy_ha=-0.297 fmax_ev_per_a=0.890
H -1.29559 -0.98958 -7.68836
H 3.30853 -0.09200 2.45113
H -2.62067 -2.26297 -6.03296
C -1.68473 -1.80812 -5.74456
H 2.33448 -1.06946 -2.86170
C -3.84039 1.50497 0.91414
H 2.18479 1.06302 -1.78766
H -1.79602 -2.49142 -3.71164
H 1.65581 -0.18356 -4.72378
H 1.63379 -1.45162 -1.26882
H -0.76736 0.70538 3.43434
O 0.32900 0.79792 -0.89712
H 0.78620 0.01805 8.73960
C -1.23374 -1.93991 -4.44832
H -0.20627 0.45479 5.51423
C 2.29927 0.14330 2.14926
O -1.51905 1.05080 0.85752
H -2.40934 2.02234 2.45109
C 0.72745 0.60015 0.38436
C 0.00558 0.59393 2.69325
C -0.02730 -1.35837 -4.05550
C -2.60604 1.20020 1.74823
C 1.65261 0.11549 4.50645
C 1.22316 0.56152 -1.95612
C -0.29500 0.75205 1.35643
C 2.01345 0.29604 0.80378
H -2.75480 0.27461 2.32215
O 0.40667 0.16072 7.85926
C 0.25288 -0.52004 -6.28865
C 1.30785 0.28640 3.11585
H -4.70525 1.62396 1.56057
H 0.84075 0.03672 -7.00378
C 1.36571 0.01547 6.92153
C 0.71619 -0.64417 -4.98828
C 0.84419 0.22062 5.57286
H -4.02258 0.69335 0.21554
O 2.50690 -0.25293 7.21444
H 0.73619 1.01198 -2.82531
H -3.68696 2.41898 0.34756
H 2.81078 0.17759 0.08695
H 2.68996 -0.12504 4.70853
O 0.32648 -1.57813 -2.75507
C -0.94292 -1.09500 -6.67385
C 1.45532 -0.93801 -2.21759

=====

2.
89
Properties=species:S:1:pos:R:3 method="wB97M-V/def2-TZVPD" spin_multiplicity=3 lumo_ev="-5.84 / -11.41" charge=+2 homo_energy_ha="-0.497 / -0.497" fmax_ev_per_a=4.483
C 4.30600 3.77695 -3.10533
H -3.97092 5.06437 4.37808
H -5.48968 5.32045 3.46540
C 1.25148 2.30182 3.98773
Br 4.89454 0.03459 -0.67580
H 5.84688 -0.25642 1.63163
C -0.30292 3.90844 4.43474
C 0.49914 -2.32169 0.05806
O 0.74147 3.57360 3.70684
O -3.67657 -3.56686 -0.60716
H -1.37120 -2.90996 -3.84207
Br -3.88341 4.21814 1.99442
C 3.81568 -4.16536 -4.18497
H -3.27945 1.26594 -3.17592
C 2.87570 3.27200 -3.38801
F 0.04412 -3.22809 -0.72850
H -0.64373 0.43102 4.78520
Br 3.85026 -0.53493 3.91743
O -0.50747 2.93588 5.30551
C 3.50137 -2.75739 -4.72134
C -3.06629 1.00413 1.42689
H -1.99478 0.72236 -2.58768
O 5.00429 3.70770 -4.34407
O -2.89450 0.47420 -2.80016
F 0.36028 -2.54861 1.32482
H 2.32748 2.34369 4.15674
H 4.33872 4.77769 -2.67458
O -5.21606 -0.68447 -1.41702
C 4.40642 2.80784 -5.04915
O 0.14012 0.33755 0.70452
N -2.12243 -1.17637 -0.11094
C -5.34013 3.40795 4.27370
F 1.74236 -2.26485 -0.24228
H 3.86858 -4.38766 -3.11920
O 2.15947 -2.81199 -5.17109
F -2.32319 1.77684 0.60330
O -2.12921 -4.61873 1.26066
H 1.27835 2.25197 6.18329
C 1.66009 -4.12821 -5.28479
H 1.82699 2.80442 -1.65027
C 0.60794 1.97943 5.36820
O -0.25338 -0.42151 -1.63383
H -5.32928 -2.73938 1.23555
C 4.93686 -0.62184 1.15579
H -5.62785 0.17509 -1.32857
O -1.38106 -0.91497 2.37103
H 1.78221 1.45623 -2.61292
O -1.52102 -2.82653 -2.90036
H 3.72266 -0.66394 -4.17037
S -2.49745 -0.89353 1.39181
Ag -3.32323 -1.73382 -1.95576
H 2.24035 4.00784 -3.88092
H 0.97489 1.61963 3.18385
H -0.14287 0.18368 6.48827
H -1.55908 -5.38759 1.25466
H 5.10682 -1.69519 1.24023
C 0.15888 0.56094 5.51117
H -0.64813 -2.88680 -2.51221
Br -6.58343 3.83349 5.75146
C 3.58753 -1.63765 -3.69948
C 3.76576 0.00071 1.98105
H -5.92521 2.86901 3.52850
C 2.47675 2.24470 -2.32304
H -3.13947 -3.84061 0.13636
O 2.77038 -4.89591 -4.82564
C -4.69244 4.61396 3.69643
O -3.57617 -1.82711 1.64421
H 3.93535 -2.72971 -5.72084
H 0.91715 -0.17258 5.23717
H -4.67299 2.65894 4.70034
O 4.90570 2.20768 -5.97371
H -6.60828 -2.04711 1.65607
H -4.17934 -4.34732 -0.84027
H 3.80838 1.08864 1.92928
O -6.23657 -2.59653 0.96599
H 4.41818 -1.80447 -3.01370
F -4.41352 1.08154 1.02486
H 3.30417 1.76127 -1.80364
O -1.10401 4.84749 4.31662
H -5.92106 -1.30757 -1.24104
H -2.35270 -4.49288 2.18285
O 0.65254 -4.60347 -5.77529
H 4.77901 -4.55645 -4.51232
H 2.77906 -1.77888 -2.98217
H 2.85682 -0.37861 1.51409
F -2.91324 1.48592 2.67078
S -0.47750 -0.68057 -0.20801
H 4.83295 3.11597 -2.41720
O 3.23142 2.53250 -4.52355

=====

3.
17
Properties=species:S:1:pos:R:3 method="wB97M-V/def2-TZVPD" relative_energy_kcal_mol=128.5 lumo_ev=0.85 homo_energy_ha=-0.287 fmax_ev_per_a=3.907
N 1.97137 0.85009 -1.60756
C -1.69918 -1.36759 0.34678
H -0.79871 -1.89387 0.90642
H 3.42433 -0.93357 -0.18223
C -2.45777 0.92665 -0.32289
H -3.17712 0.92953 0.57854
H -1.99285 1.93512 -0.75725
H -3.01089 0.39222 -1.01919
H -2.69623 -1.49730 1.00477
N 1.03802 0.62023 0.48078
H -1.95281 -1.97604 -0.56409
C 3.31632 0.14106 0.17299
N 2.12909 0.62640 -0.48623
C -1.31806 0.00065 0.00926
C -0.11356 0.38686 0.23418
H 4.15083 0.78967 -0.07094
H 3.18723 0.06990 1.27667

=====

4.
100
Properties=species:S:1:pos:R:3 method="wB97M-V/def2-TZVPD" relative_energy_kcal_mol=27.4 smiles=COC[C@H](C)N.COC[C@H](C)N.COC[C@H](C)N.COC[C@H](C)N.COC[C@H](C)N.O.O.O.O.O lumo_ev=0.34 homo_energy_ha=-0.325 fmax_ev_per_a=2.101
H -3.45643 0.86608 -3.93279
H -3.14213 -3.10332 -1.26828
N -2.77877 -4.15405 -3.82723
H -5.31987 -0.44718 -0.44484
H -5.98281 -3.94012 -2.64065
H 0.68077 -5.18264 -1.52178
H -4.33958 -2.83274 -4.08582
C 0.04621 3.57078 7.63591
H 3.47316 -6.30089 0.04005
H 0.19223 -1.90535 3.05915
O -1.60777 -1.16991 2.62847
N 1.23970 5.05742 -4.40574
C 3.48160 7.78466 -2.30141
O 1.00860 0.79163 6.55555
H -0.32236 1.06824 -3.17061
H -0.78789 4.17180 7.99486
O 0.79419 -2.56721 3.42981
H -1.90070 -1.69917 -6.51752
H -2.39521 -4.84443 -3.19195
H -2.86066 -1.90681 -2.51590
H 1.53776 1.92389 1.26678
N 0.83242 -4.23751 0.74312
H -3.71149 -1.15423 -0.06409
H 5.11963 -3.88542 0.19598
H -4.80526 -5.25714 -2.32490
H 0.11711 -1.87957 -2.57026
H -1.57906 -0.30534 2.20579
H 1.10790 0.39536 8.56079
O 2.76637 6.72355 -2.87725
H 5.16170 -4.89749 -1.32860
O -1.85986 -1.63322 -5.55968
H -2.17056 -2.49156 -5.23162
C 1.09024 1.24736 7.88124
H -0.38578 5.78674 -3.33966
H -1.49058 -0.63341 -1.04138
H 1.15094 4.04228 -4.36570
C -3.60838 -2.62294 -2.14534
C -0.08525 0.88480 -0.48593
H 2.86501 1.29069 5.87024
H 1.67575 -6.56204 -1.46665
H -1.17680 -0.27689 -3.33699
O -3.80213 -0.00202 -4.15952
O 1.06616 2.04988 -4.54917
C 2.99980 -5.34855 0.34744
H 3.60116 8.59954 -3.02982
H -0.98694 1.75289 8.06265
H 0.33261 1.31112 2.39221
O 0.41183 0.21349 0.64635
C 1.51435 -5.53411 0.42492
H 1.42122 -0.81609 -1.87229
H -3.02268 -4.64797 -4.67846
H 0.32979 2.30800 -5.11473
H 2.24668 5.18539 -4.31704
H -3.93634 -0.03383 -1.45540
C 0.90661 -6.04699 -0.88652
H -0.92006 1.54512 -0.21348
H 0.21119 -3.21564 3.83369
H 1.18997 -3.58197 0.05297
H 1.75893 0.38697 2.15906
H 1.16397 -3.88329 1.63886
H 0.96931 4.04786 7.98589
H 1.62361 2.54220 5.61173
C -0.60102 -0.15810 -1.45947
H 2.97921 8.19279 -1.41970
H 1.63776 1.07905 4.61500
C -0.01714 2.19553 8.30610
H 1.21986 -6.16156 1.26753
H 1.65977 1.56823 -5.13309
H 0.47904 -1.92674 -0.87099
H -1.66297 -0.98544 3.57225
H -3.07559 -0.43574 -4.62936
N -1.03075 0.50805 -2.70579
H 0.07998 3.52999 6.55115
H 2.05536 1.76055 8.05828
C 1.81027 1.46555 5.61548
C 4.64399 -4.11343 -0.76384
O 3.27945 -4.39340 -0.63993
C 1.36523 6.91870 -2.87620
C -4.39183 -0.83627 -0.86287
H 1.00505 7.38707 -1.95010
C 0.87101 4.62211 -1.97406
C -5.13082 -4.49317 -3.03524
C -3.99773 -3.50770 -3.29297
H -0.83009 2.64524 10.13137
H 1.13838 7.63531 -3.68085
H 3.38574 -5.11396 1.34799
N 0.05356 2.31425 9.76442
H 4.76981 -3.19541 -1.34827
O -4.74446 -1.91674 -1.69407
H 0.70309 1.46399 -0.98749
C 0.66625 5.59617 -3.12712
H 0.74583 3.00078 10.04430
H 4.47025 7.41351 -2.04007
H -5.39591 -4.99592 -3.96476
C 0.43377 -1.25832 -1.73171
H -0.03038 -6.56978 -0.72913
H 1.91152 4.30909 -1.90513
H 0.18604 3.77599 -2.02077
C 1.04970 1.00683 1.60522
H 0.65562 5.12618 -1.02063

=====

5.
46
Properties=species:S:1:pos:R:3 method="wB97M-V/def2-TZVPD" relative_energy_kcal_mol=0.0 lumo_ev=-15.99 charge=+3 homo_energy_ha=-0.653 fmax_ev_per_a=2.838
S -3.89999 -1.51906 0.50344
H -6.86322 -2.70335 -1.52991
C -6.48951 -1.53058 0.26979
H 3.23226 -1.06125 -0.07505
O -4.19033 -2.13754 1.74885
H 7.06870 -0.03685 1.58547
H 2.06076 4.37254 -0.59800
H -2.40028 1.10389 0.74671
C 0.72512 0.79756 1.93910
C 3.40918 -1.18970 -1.14439
H 1.36229 3.01427 -0.02432
O -2.95389 -0.41363 0.42607
H 2.11207 2.88394 -1.49735
S 4.13318 0.19151 -2.03309
H -4.16334 -3.56805 -0.50618
C 6.93383 -0.29274 0.53501
O 0.81789 2.12057 1.48300
H 0.79187 0.61756 3.01873
C 5.89198 0.57740 -0.12317
C -6.94912 -2.80270 -0.45085
N -2.10826 2.09373 0.53409
H -2.39696 -3.14718 -0.36015
H -2.33901 2.76361 1.26782
O 3.64082 1.49474 -1.63804
H 6.71336 -1.34048 0.32665
H -7.99722 -2.93145 -0.18321
H 1.56507 0.18162 1.57723
H -6.40528 -3.64441 -0.02081
H -7.25373 -0.79244 0.03080
O 4.18664 -0.16969 -3.39344
H -3.42685 -2.41728 -1.65283
H 4.99685 0.72011 0.49205
H 0.66477 3.74455 -1.33409
H 7.94146 -0.16393 0.12991
H -2.38103 2.51120 -0.35444
H -0.16563 0.33238 1.50901
H -1.06778 2.06920 0.61833
Be 0.56757 3.97886 3.08760
O 5.60607 0.04656 -1.42280
H -6.50560 -1.70015 1.34346
C -3.39172 -2.81536 -0.64192
H 2.35519 -1.26959 -1.43713
H 6.29417 1.59279 -0.23536
N 1.56776 3.53674 -0.91078
O -5.22551 -0.99987 -0.18990
H 3.93539 -2.09804 -1.41591

=====

6.
21
Properties=species:S:1:pos:R:3 method="wB97M-V/def2-TZVPD" relative_energy_kcal_mol=26.0 smiles="C/C=C/C.O.O.O" lumo_ev=0.62 homo_energy_ha=-0.354 fmax_ev_per_a=1.096
H -0.24823 -3.04600 -2.93239
H -0.07577 -4.51584 -2.98896
H -0.69157 2.42023 0.18959
H -0.74406 0.51299 1.89948
H 1.67392 -1.20327 1.50310
H 1.83775 -0.43024 3.06978
O -0.58243 -3.81445 -3.41656
H 0.46900 -1.50323 2.76751
H -0.85159 0.90958 -1.76480
H -1.57409 -1.14182 -1.13764
C 0.93288 1.45703 1.22120
O -0.79686 -1.45860 -0.66359
C 1.11213 -0.74889 2.31625
H -0.76751 -0.94751 0.15718
O -1.32730 0.73726 -2.59118
C 0.32900 0.41185 1.77539
H 0.78271 3.25425 0.00198
H -1.67800 1.59874 -2.84282
H -0.02412 3.36329 1.56636
C 0.20615 2.69027 0.75018
H 2.01799 1.45436 1.11993

=====

7.
30
Properties=species:S:1:pos:R:3 method="wB97M-V/def2-TZVPD" relative_energy_kcal_mol=4.9 smiles=C[N@H+]1CCPC[C@@H]1c1ccccc1 lumo_ev=-2.85 charge=+1 homo_energy_ha=-0.450 fmax_ev_per_a=6.914
C 3.22337 -0.02386 -0.96910
C -2.45008 -1.11163 0.05053
C -0.25260 0.05665 0.42608
H -0.84679 1.60335 -1.15519
H 4.92799 0.99282 -0.31344
C 3.15470 1.45880 0.85314
P -2.76905 1.63947 0.49464
H -2.57414 -1.19943 1.11399
H 1.36267 -0.77284 -1.66062
H -3.08758 2.61800 -0.46074
H 3.80423 -0.53726 -1.79166
C 1.15121 0.30592 0.18579
C 1.83185 -0.21284 -0.88668
C 3.87414 0.85265 -0.18980
H 1.16396 1.26348 1.92677
H 0.62400 -2.44232 0.27670
H -3.19344 0.20649 -1.58971
H -0.25227 2.25888 0.37045
H -4.22013 -0.12623 -0.22625
H -2.67884 -2.06495 -0.48590
N -0.99559 -1.07413 -0.21441
H -0.96512 -0.95515 -1.23663
C -0.40803 -2.26839 0.36852
C -3.22322 0.08675 -0.43821
H -1.09172 -3.02503 -0.06879
C -0.87897 1.62952 -0.13705
H -0.39658 0.19213 1.50952
H 3.76221 1.85907 1.66960
H -0.45336 -2.32242 1.42987
C 1.85717 1.11250 1.14857

=====

8.
69
Properties=species:S:1:pos:R:3 method="wB97M-V/def2-TZVPD" relative_energy_kcal_mol=23.0 lumo_ev=0.24 homo_energy_ha=-0.242 fmax_ev_per_a=1.082
H 1.61294 2.80490 2.80429
N -1.22170 0.95097 -2.55954
N 2.69902 -2.99412 -0.28781
H -5.61186 0.53406 -0.91368
N 1.97748 -1.56162 1.42190
H -6.58507 -3.34242 1.66158
H -3.42514 -2.36887 3.20213
H 3.73822 2.23341 1.41351
N -0.20630 2.69537 0.12587
H 4.18142 -1.58610 2.98722
C -4.75123 1.15363 -0.69713
H 0.97479 4.10517 1.02627
H -5.79937 -3.00615 3.11268
C 2.17805 2.51942 0.40515
H 1.83027 -2.85261 -3.34995
N -5.82610 -2.86656 2.11759
H 2.08511 -1.39837 2.41839
H 4.86888 -3.13591 3.47040
H 0.34157 -0.67900 -4.96855
H 3.60425 -3.33678 -0.56339
S -0.33488 1.89403 3.36281
H 3.14756 -5.05587 0.90168
S 2.52529 1.54114 -0.96534
H -2.30051 5.24792 0.60800
N 2.44504 -2.99657 -2.56518
N 0.96429 3.29874 0.41673
N 3.64438 -3.22274 1.80072
N -2.16275 -2.57483 0.08728
C -2.25445 -2.42956 1.41019
H 0.49424 -1.58101 -2.12391
N 0.91295 -1.77755 -1.21551
H 3.07746 -5.07070 2.65697
H 4.64844 -5.07731 1.83772
C -1.53837 -0.87043 -3.83735
C -2.53589 2.61490 -0.06891
H -0.69370 5.40369 -0.13318
H 2.83028 -3.92747 -2.54168
C -3.55022 3.20926 -0.81495
C -4.66430 2.46397 -1.14687
N 2.84323 2.70752 1.50645
H -1.32861 -2.20925 1.93437
C -1.28422 3.38048 0.23361
C -3.71140 0.65712 0.07257
C -0.17988 0.80199 -3.36248
C 3.97236 -2.64974 3.08698
C -4.53524 -2.97669 0.07183
C 3.63356 -4.67860 1.79636
C -0.32741 -0.32668 -4.20162
C 2.70158 -2.53230 1.03708
H -0.85522 4.99608 1.57141
C 1.91633 -2.52995 -1.35959
H -2.88996 -0.18090 -2.34869
C -3.30458 -2.84877 -0.54604
C -3.43314 -2.52088 2.12983
C -1.29464 4.83259 0.58124
K 0.18433 0.10202 0.43236
H -5.41554 -3.20386 -0.51768
H 3.17061 -2.78443 3.82650
H -3.75538 -0.35025 0.46929
O -0.07198 0.57763 2.78248
H -3.24290 -2.97308 -1.62336
H -5.45540 2.89660 -1.74655
N -2.03443 -0.07900 -2.86805
H -2.07866 -1.73232 -4.19266
H 0.64605 1.49058 -3.27018
N 0.69420 2.95814 3.34136
C -4.61864 -2.80522 1.45383
N -2.62077 1.36024 0.38334
H -3.44196 4.22911 -1.16004